[1]
This record from the OMol25 dataset describes a structure of composition C10H25Cl2CrN3O2Se2. The level of theory is ωB97M-V/def2-TZVPD.

For the HOMO-LUMO gap (alpha / beta), the calculation gives 7.800 / 8.296 eV. For the highest occupied orbital energy (alpha / beta), the calculation gives -10.82 / -11.00 eV. The energy above the lowest of the compared OMol25 structures with the same formula, charge and spin is 0.0 kcal/mol. The expectation value of S² is 3.84.

ORCA input file:
```
! RIJCOSX wB97M-V def2-TZVPD def2/J DEFGRID3
* xyz 1 4
Cr -0.0822 -0.7563 0.4237
N 0.9139 -1.7679 2.0701
C 0.0240 -2.7984 2.6514
C -0.7253 -3.4929 1.5254
N -1.3336 -2.5140 0.5909
C -2.6974 -2.0479 0.9512
C -2.6471 -0.9823 2.0368
N -1.5616 -0.0121 1.7359
H 1.2588 -1.1330 2.7857
H 1.7461 -2.2201 1.6949
H 0.5815 -3.5378 3.2289
H -0.6615 -2.3071 3.3380
H -0.0235 -4.0969 0.9474
H -1.4833 -4.1652 1.9348
H -1.4050 -2.9520 -0.3232
H -3.1306 -1.6236 0.0454
H -3.3240 -2.8844 1.2697
H -3.6132 -0.4807 2.0911
H -2.4623 -1.4211 3.0147
H -1.9249 0.7537 1.1694
H -1.1986 0.4146 2.5842
Cl 1.3170 -1.7576 -1.2730
C 3.0683 -1.9152 -0.9126
Cl 3.4367 -3.2648 0.1582
H 3.3810 -0.9833 -0.4520
H 3.5428 -2.0958 -1.8698
O 1.8269 2.9019 -3.5369
C 0.8468 3.5318 -2.7211
C 0.3671 2.5251 -1.6644
C -0.6044 3.2681 -0.7437
O 0.0128 4.2799 0.0264
C 1.6162 2.0367 -0.9242
Se 1.3704 1.1379 0.8084
C -0.3319 1.3942 -2.4269
Se -1.4089 0.0779 -1.4326
H 2.2078 3.5548 -4.1311
H -0.0114 3.8484 -3.3244
H 1.2526 4.4095 -2.2114
H -1.1194 2.5506 -0.1008
H -1.3641 3.7635 -1.3521
H 0.5495 3.8517 0.7053
H 2.2592 2.8833 -0.6865
H 2.1907 1.3744 -1.5669
H 0.4003 0.8393 -3.0088
H -1.0560 1.8132 -3.1254
*
```



[2]
This record from the OMol25 dataset describes a cluster of 7 separate species, C31H61BrF2NO6Si in total. The level of theory is ωB97M-V/def2-TZVPD.

For the HOMO-LUMO gap, the calculation gives 7.298 eV. For the highest occupied orbital energy, the calculation gives -11.44 eV.

ORCA input file:
```
! RIJCOSX wB97M-V def2-TZVPD def2/J DEFGRID3
* xyz 1 1
C -2.2330 -0.9095 2.7291
C -1.3648 0.2184 2.2262
C -0.9850 0.3399 0.8989
C -0.1484 1.3762 0.5147
C 0.3385 2.3145 1.4270
C 1.2333 3.4334 1.0074
N 2.7165 3.0926 0.9066
Br 3.0840 1.5897 -0.1987
C 3.4461 3.0446 2.2281
F 3.5169 4.3555 2.5469
F 2.6502 2.4816 3.1151
C 4.8174 2.4071 2.1928
C 4.7907 0.9133 2.5798
Si 5.9877 -0.2162 1.6074
C 6.5612 -1.5690 2.7808
C 7.3961 0.7452 0.8259
C 4.9854 -1.0535 0.2329
C 3.8719 -1.8501 0.5295
C 3.1694 -2.5273 -0.4628
C 3.5696 -2.4360 -1.7950
C 4.6497 -1.6143 -2.1102
C 5.3397 -0.9245 -1.1154
C -0.0823 2.2005 2.7588
C -0.9168 1.1667 3.1505
H -3.0382 -0.5156 3.3352
H -2.5976 -1.4728 1.8766
H -1.5671 -1.5392 3.3135
H -1.3343 -0.3616 0.1606
H 0.1356 1.4649 -0.5249
H 1.1481 4.2773 1.6848
H 0.9456 3.7893 0.0214
H 3.1553 3.8676 0.4057
H 5.3229 2.5936 1.2496
H 5.3874 2.9355 2.9507
H 3.8041 0.4957 2.3998
H 5.0222 0.8358 3.6368
H 6.1609 -2.5353 2.4879
H 7.6456 -1.6451 2.7801
H 6.2348 -1.3895 3.8026
H 6.9925 1.4461 0.0980
H 8.0361 0.0449 0.2969
H 7.9679 1.2788 1.5785
H 3.5348 -1.9725 1.5521
H 2.3152 -3.1312 -0.2108
H 3.0602 -2.9851 -2.5649
H 4.9437 -1.5209 -3.1465
H 6.1786 -0.3059 -1.4009
H 0.2624 2.9327 3.4755
H -1.2075 1.1204 4.1877
C 1.9578 -4.3882 -6.3740
C 2.4355 -3.7424 -5.0881
O 1.3355 -3.4142 -4.2336
H 1.2767 -3.7208 -6.9020
H 2.7963 -4.6238 -7.0302
H 1.4169 -5.3133 -6.1629
H 2.9618 -2.8144 -5.3032
H 3.1223 -4.4084 -4.5536
H 0.8717 -4.2337 -4.0360
C -5.0261 2.2382 -0.6048
C -5.0431 0.7779 -0.9970
O -4.4164 -0.0222 0.0118
H -4.0003 2.5824 -0.4501
H -5.4952 2.8604 -1.3688
H -5.5625 2.3698 0.3341
H -4.4921 0.6082 -1.9212
H -6.0722 0.4379 -1.1486
H -4.9075 0.1377 0.8259
C -9.8070 0.7988 -1.2830
C -9.3852 2.1814 -1.7461
O -8.2475 2.1313 -2.6035
H -8.9836 0.3049 -0.7643
H -10.6635 0.8542 -0.6097
H -10.0812 0.1722 -2.1345
H -9.0969 2.7969 -0.8952
H -10.2121 2.6809 -2.2609
H -8.4803 1.6050 -3.3742
C -6.8538 1.2626 4.5684
C -6.9751 2.2171 3.3958
O -6.6764 1.5760 2.1532
H -5.8478 0.8428 4.6147
H -7.0641 1.7705 5.5099
H -7.5540 0.4307 4.4645
H -6.2646 3.0361 3.4933
H -7.9814 2.6432 3.3514
H -7.3065 0.8567 2.0379
C -0.7204 -3.8672 3.2715
C 0.5411 -3.3618 2.5974
O 0.6982 -3.9022 1.2864
H -0.7083 -4.9552 3.3309
H -0.8153 -3.4632 4.2807
H -1.6063 -3.5780 2.7005
H 1.4224 -3.6663 3.1601
H 0.5325 -2.2654 2.5428
H -0.0683 -3.6378 0.7674
C 2.7070 0.2709 -4.8367
C 3.9577 0.8484 -5.4748
O 4.1661 0.3409 -6.7865
H 2.7649 -0.8153 -4.7950
H 2.5738 0.6523 -3.8218
H 1.8225 0.5207 -5.4268
H 4.8419 0.5746 -4.8995
H 3.9021 1.9425 -5.5090
H 3.4068 0.5829 -7.3254
*
```



[3]
This record from the OMol25 dataset describes the molecule CH5N3. The level of theory is ωB97M-V/def2-TZVPD.

For the HOMO-LUMO gap (alpha / beta), the calculation gives 8.429 / 8.438 eV. For the highest occupied orbital energy (alpha / beta), the calculation gives -8.08 / -8.09 eV. Its SMILES is [H]/N=N/NC. The energy above the lowest of the compared OMol25 structures with the same formula, charge and spin is 126.7 kcal/mol.

ORCA input file:
```
! RIJCOSX wB97M-V def2-TZVPD def2/J DEFGRID3
* xyz 0 1
H 0.7827 -0.9319 -3.2583
N 0.0823 -0.2993 -2.8817
N 0.4571 -0.5340 -1.1683
N -0.2846 0.1280 -0.3956
C -0.0164 0.0209 1.0172
H -1.0241 0.7489 -0.7255
H -0.9149 -0.2764 1.5630
H 0.7595 -0.7342 1.1424
H 0.3416 0.9756 1.4118
*
```



[4]
This record from the OMol25 dataset describes a cluster of 3 separate species, C32H33Br2F6NO10S in total. The level of theory is ωB97M-V/def2-TZVPD.

For the HOMO-LUMO gap, the calculation gives 8.206 eV. For the highest occupied orbital energy, the calculation gives -9.19 eV. Its SMILES is C#CCCCc1cc2c(c(Br)c1S(C)(=O)=O)C(=O)c1c(cc(CCCN)c(COO)c1Br)C2=O.CCOC(=O)C(F)(F)F.CCOC(=O)C(F)(F)F.

ORCA input file:
```
! RIJCOSX wB97M-V def2-TZVPD def2/J DEFGRID3
* xyz 0 1
C 0.8272 6.9228 0.1210
C 0.1012 7.2016 1.0393
C -0.9652 7.2243 2.0793
C -1.2807 5.7770 2.5812
C -0.3179 5.4626 3.7779
C 0.1622 4.0064 3.8219
C -0.6115 3.0276 3.1772
C -0.2164 1.6992 3.1441
C 0.9878 1.3259 3.7817
C 1.7596 2.2773 4.4427
Br 3.4061 1.6650 5.2303
C 1.3517 3.6414 4.4825
S 2.3930 4.8135 5.3695
C 2.6681 4.2591 7.0731
O 1.8161 6.1333 5.4752
O 3.6560 4.8444 4.6687
C 1.3556 -0.1534 3.6469
O 1.7867 -0.8248 4.5434
C 1.0569 -0.7310 2.2654
C -0.1488 -0.3497 1.6370
C -0.5376 -0.8108 0.3926
C 0.3337 -1.6849 -0.2938
C -0.1160 -2.1289 -1.6941
C -0.2930 -0.8510 -2.5802
C 1.0357 -0.1496 -2.9009
N 1.5268 0.7271 -1.8207
C 1.5475 -2.0680 0.2905
C 2.5404 -2.9742 -0.4334
O 3.5887 -2.0950 -0.9020
O 4.1078 -2.5637 -2.1258
C 1.9057 -1.5967 1.5760
Br 3.5767 -2.0965 2.3909
C -1.0100 0.6282 2.4132
O -2.2138 0.5699 2.4380
H 1.3745 6.6411 -0.7578
H -1.8493 7.7466 1.6935
H -0.5723 7.8134 2.9237
H -1.0765 5.1228 1.7234
H -2.3299 5.7234 2.8988
H -0.8508 5.6925 4.7097
H 0.5478 6.1163 3.6331
H -1.5437 3.2779 2.6693
H 3.6945 4.4813 7.3784
H 2.3923 3.2120 7.2283
H 1.9800 4.8667 7.6809
H -1.4890 -0.4938 -0.0331
H -1.0497 -2.7063 -1.6372
H 0.6638 -2.7116 -2.1964
H -1.0269 -0.1510 -2.1604
H -0.7162 -1.2238 -3.5299
H 0.8463 0.5051 -3.7702
H 1.8072 -0.8668 -3.2431
H 2.1383 0.1748 -1.2238
H 2.0751 1.4939 -2.1917
H 2.1000 -3.4867 -1.2918
H 2.9988 -3.6508 0.3033
H 4.3370 -3.4964 -1.9795
C -4.5502 -3.8025 3.2157
C -4.0740 -3.0940 1.9656
O -3.3269 -3.9888 1.1187
C -4.0405 -4.7782 0.3241
O -5.2332 -4.8115 0.2561
C -3.1014 -5.6255 -0.5445
F -2.0874 -6.1365 0.1673
F -2.5651 -4.8823 -1.5287
F -3.7441 -6.6428 -1.1144
H -3.7094 -4.2606 3.7385
H -5.0428 -3.0993 3.8868
H -5.2534 -4.5995 2.9721
H -3.3913 -2.2880 2.2321
H -4.9027 -2.6497 1.4147
C 2.2281 -3.3199 -7.6177
C 1.6163 -1.9966 -8.0252
O 0.1944 -2.1226 -8.2135
C -0.5465 -2.0586 -7.1137
O -0.1332 -1.9106 -6.0011
C -2.0338 -2.1582 -7.4763
F -2.2632 -3.1235 -8.3759
F -2.4708 -1.0041 -8.0028
F -2.7805 -2.4213 -6.4044
H 1.9758 -4.0962 -8.3413
H 3.3127 -3.2344 -7.5555
H 1.8505 -3.6449 -6.6478
H 2.0197 -1.6774 -8.9846
H 1.8360 -1.2120 -7.3012
*
```